(1)
{
  "formula": "C30H33F4IrN3SSbSi",
  "method": "wB97M-V/def2-TZVPD",
  "species": ["Ir", "C", "Si", "C", "C", "N", "C", "C", "C", "C", "C", "C", "F", "H", "H", "H", "H", "H", "H", "H", "H", "H", "H", "H", "H", "H", "F", "C", "C", "C", "C", "C", "C", "Sb", "C", "C", "C", "C", "F", "C", "C", "C", "C", "C", "C", "F", "C", "C", "H", "H", "H", "H", "H", "H", "H", "H", "H", "H", "H", "H", "C", "N", "C", "S", "N", "C", "H", "H", "H", "H", "H", "H", "H", "H"],
  "coordinates": [[0.51, -0.06, -0.90], [-1.87, -2.94, -3.61], [-1.16, -2.31, -2.01], [0.56, -3.04, -1.85], [-2.22, -2.73, -0.56], [-0.96, -0.40, -1.90], [-1.94, 0.54, -2.28], [-2.93, 0.19, -3.21], [-3.88, 1.09, -3.64], [-3.89, 2.39, -3.14], [-2.93, 2.77, -2.22], [-1.98, 1.87, -1.80], [-1.10, 2.30, -0.89], [-1.75, -4.03, -3.53], [-1.34, -2.62, -4.51], [-2.94, -2.76, -3.73], [0.45, -4.01, -1.36], [1.29, -2.49, -1.26], [0.99, -3.22, -2.84], [-2.27, -3.82, -0.46], [-3.24, -2.36, -0.68], [-1.84, -2.34, 0.39], [-2.94, -0.80, -3.63], [-4.62, 0.79, -4.37], [-4.63, 3.10, -3.47], [-2.91, 3.77, -1.80], [-1.26, -4.73, 5.31], [-1.22, -3.63, 4.57], [-2.35, -3.23, 3.89], [-2.29, -2.08, 3.11], [-1.11, -1.34, 3.03], [0.01, -1.76, 3.74], [-0.03, -2.91, 4.52], [-1.21, 0.47, 1.89], [0.92, 0.51, 1.41], [1.70, 1.70, 1.50], [3.04, 1.69, 1.20], [3.63, 0.50, 0.76], [4.92, 0.54, 0.41], [2.95, -0.68, 0.67], [1.58, -0.69, 1.03], [-1.13, 1.88, 3.46], [-0.10, 1.90, 4.40], [-0.13, 2.78, 5.46], [-1.22, 3.63, 5.59], [-1.25, 4.47, 6.62], [-2.27, 3.63, 4.69], [-2.21, 2.74, 3.62], [-3.26, -3.81, 3.98], [-3.18, -1.77, 2.58], [0.93, -1.19, 3.72], [0.83, -3.25, 5.08], [1.23, 2.61, 1.83], [3.64, 2.59, 1.28], [3.46, -1.59, 0.39], [1.08, -1.64, 1.16], [0.74, 1.22, 4.31], [0.66, 2.81, 6.20], [-3.10, 4.31, 4.83], [-3.03, 2.74, 2.90], [3.92, -1.09, -4.00], [2.91, -0.44, -3.19], [2.80, 0.87, -3.03], [1.57, 1.58, -1.99], [3.63, 1.68, -3.66], [3.67, 3.15, -3.61], [3.78, -2.16, -3.93], [4.92, -0.86, -3.64], [3.83, -0.80, -5.05], [2.22, -1.00, -2.70], [4.31, 1.25, -4.27], [3.02, 3.52, -2.82], [3.33, 3.55, -4.56], [4.69, 3.46, -3.41]],
  "lowdin_charge": [0.916, -0.160, 0.517, -0.170, -0.152, -0.213, -0.247, -0.010, -0.039, -0.024, 0.023, -0.247, -0.029, 0.062, 0.055, 0.041, 0.061, -0.011, 0.044, 0.059, 0.056, -0.004, 0.074, 0.124, 0.127, 0.137, 0.098, -0.270, 0.011, -0.151, -0.412, -0.124, 0.014, 1.533, -0.478, -0.111, 0.010, -0.284, 0.111, -0.017, -0.310, -0.410, -0.121, 0.015, -0.268, 0.100, 0.010, -0.130, 0.130, 0.096, 0.097, 0.129, 0.121, 0.140, 0.136, 0.107, 0.098, 0.130, 0.130, 0.095, -0.026, -0.026, -0.672, 0.773, 0.001, -0.037, 0.099, 0.105, 0.104, 0.063, 0.141, 0.052, 0.104, 0.104],
  "lumo_energy_ha": [-0.288, -0.288],
  "spin_multiplicity": 1,
  "energy_ha": -2758.411788,
  "charge": 2,
  "gap_ha": [0.20706, 0.20702]
}

(2)
{
  "formula": "C30H33N5O6",
  "method": "wB97M-V/def2-TZVPD",
  "species": ["C", "C", "O", "C", "C", "C", "C", "C", "O", "N", "C", "C", "C", "C", "C", "O", "N", "C", "O", "C", "N", "N", "N", "C", "C", "C", "C", "C", "C", "C", "C", "C", "C", "C", "C", "O", "C", "C", "C", "C", "O", "H", "H", "H", "H", "H", "H", "H", "H", "H", "H", "H", "H", "H", "H", "H", "H", "H", "H", "H", "H", "H", "H", "H", "H", "H", "H", "H", "H", "H", "H", "H", "H", "H"],
  "coordinates": [[4.66, -2.38, 5.07], [4.05, -1.84, 3.79], [3.69, -0.49, 4.02], [3.07, 0.20, 3.01], [2.76, -0.30, 1.76], [2.10, 0.50, 0.82], [1.69, -0.16, -0.47], [1.66, 0.72, -1.73], [1.66, 1.93, -1.74], [1.67, -0.03, -2.85], [1.44, 0.55, -4.15], [-0.06, 0.46, -4.53], [-0.38, 1.34, -5.74], [-0.67, 2.71, -5.10], [-0.95, 2.36, -3.62], [-0.88, 0.95, -3.50], [0.36, -0.78, -0.27], [0.13, -1.99, -0.81], [0.90, -2.50, -1.61], [-1.08, -2.81, -0.36], [-2.26, -2.13, 0.05], [-2.76, -2.29, 1.28], [-3.82, -1.61, 1.44], [-4.08, -0.94, 0.28], [-5.10, -0.05, -0.08], [-5.06, 0.46, -1.35], [-4.05, 0.11, -2.26], [-3.04, -0.76, -1.94], [-3.06, -1.28, -0.65], [-0.54, -0.05, 0.55], [-1.21, 1.04, 0.01], [-2.04, 1.80, 0.80], [-2.19, 1.48, 2.14], [-1.52, 0.41, 2.69], [-0.68, -0.37, 1.91], [0.02, -1.46, 2.33], [-0.17, -1.89, 3.66], [1.77, 1.80, 1.15], [2.08, 2.31, 2.39], [2.72, 1.52, 3.33], [3.01, 2.02, 4.57], [4.95, -3.42, 4.93], [5.54, -1.80, 5.34], [3.95, -2.32, 5.89], [4.77, -1.90, 2.97], [3.16, -2.43, 3.52], [3.01, -1.31, 1.49], [2.37, -0.99, -0.68], [1.55, -1.04, -2.75], [2.04, 0.03, -4.90], [1.74, 1.60, -4.09], [-0.33, -0.59, -4.68], [-1.26, 0.96, -6.25], [0.45, 1.38, -6.45], [0.19, 3.37, -5.18], [-1.53, 3.19, -5.56], [-1.95, 2.66, -3.29], [-0.21, 2.82, -2.96], [-1.31, -3.49, -1.19], [-0.75, -3.40, 0.49], [-5.87, 0.21, 0.63], [-5.83, 1.15, -1.67], [-4.07, 0.55, -3.25], [-2.25, -1.00, -2.63], [-1.08, 1.26, -1.04], [-2.58, 2.64, 0.38], [-2.84, 2.07, 2.77], [-1.66, 0.18, 3.74], [0.18, -1.13, 4.37], [-1.22, -2.13, 3.85], [0.43, -2.79, 3.77], [1.27, 2.43, 0.43], [1.83, 3.33, 2.66], [3.47, 1.32, 5.06]],
  "nbo_charge": [-0.619, -0.058, -0.530, 0.210, -0.214, -0.099, -0.150, 0.695, -0.639, -0.625, -0.258, 0.093, -0.427, -0.441, -0.091, -0.544, -0.459, 0.702, -0.666, -0.311, -0.214, -0.022, -0.220, 0.041, -0.186, -0.233, -0.186, -0.246, 0.165, 0.171, -0.224, -0.248, -0.167, -0.291, 0.293, -0.517, -0.252, -0.126, -0.281, 0.277, -0.665, 0.216, 0.215, 0.212, 0.175, 0.170, 0.212, 0.246, 0.431, 0.204, 0.225, 0.187, 0.212, 0.215, 0.212, 0.216, 0.185, 0.203, 0.234, 0.265, 0.227, 0.215, 0.216, 0.234, 0.246, 0.218, 0.215, 0.226, 0.181, 0.197, 0.195, 0.238, 0.225, 0.494],
  "smiles": "CCOc1cc([C@H](C(=O)NC[C@@H]2CCCO2)N(C(=O)Cn2nnc3ccccc32)c2ccccc2OC)ccc1O",
  "de_lowest_kcal_mol": 0.0,
  "lumo_energy_ha": 0.022,
  "spin_multiplicity": 1,
  "energy_ha": -1888.223863,
  "charge": 0,
  "gap_ha": 0.31710
}

(3)
{
  "formula": "C30H33NO3",
  "method": "wB97M-V/def2-TZVPD",
  "species": ["C", "C", "O", "C", "C", "C", "C", "C", "O", "O", "H", "H", "H", "H", "H", "H", "H", "H", "H", "H", "H", "C", "C", "C", "C", "C", "N", "C", "C", "C", "C", "C", "C", "C", "C", "C", "C", "C", "C", "C", "C", "C", "C", "C", "C", "H", "H", "H", "H", "H", "H", "H", "H", "H", "H", "H", "H", "H", "H", "H", "H", "H", "H", "H", "H", "H", "H"],
  "coordinates": [[-4.78, 0.04, -4.07], [-3.59, 0.96, -4.03], [-2.41, 0.13, -3.99], [-1.26, 0.84, -3.88], [-0.06, -0.03, -3.86], [-0.22, -1.48, -4.02], [1.21, 0.65, -3.81], [2.49, -0.17, -3.96], [1.32, 1.87, -3.65], [-1.26, 2.07, -3.82], [-5.70, 0.63, -4.09], [-4.78, -0.59, -4.96], [-4.82, -0.61, -3.19], [-3.55, 1.59, -4.93], [-3.62, 1.60, -3.14], [-1.29, -1.72, -4.07], [0.25, -1.84, -4.95], [0.22, -2.05, -3.19], [2.33, -1.25, -4.00], [3.00, 0.15, -4.88], [3.15, 0.07, -3.13], [-1.36, 4.61, -1.66], [-2.23, 4.86, -0.58], [-1.97, 4.28, 0.66], [-0.83, 3.47, 0.84], [-0.60, 2.86, 2.21], [0.17, 1.60, 2.17], [1.44, 1.54, 2.93], [1.48, 0.43, 3.95], [2.66, -0.29, 4.16], [2.66, -1.41, 4.99], [1.49, -1.78, 5.66], [0.32, -1.04, 5.49], [0.33, 0.10, 4.67], [-0.25, 0.56, 1.45], [0.51, -0.61, 1.28], [-0.05, -1.84, 1.01], [0.69, -3.08, 0.97], [0.02, -4.34, 0.92], [0.74, -5.53, 0.89], [2.14, -5.51, 0.92], [2.82, -4.29, 0.97], [2.11, -3.09, 1.00], [0.04, 3.26, -0.22], [-0.26, 3.78, -1.49], [-1.55, 5.06, -2.63], [-3.11, 5.49, -0.71], [-2.64, 4.43, 1.51], [-0.06, 3.56, 2.86], [-1.58, 2.67, 2.68], [2.27, 1.42, 2.21], [1.57, 2.51, 3.42], [3.57, 0.02, 3.63], [3.58, -1.99, 5.12], [1.49, -2.65, 6.32], [-0.61, -1.33, 5.98], [-0.57, 0.71, 4.55], [-1.23, 0.64, 0.98], [1.59, -0.52, 1.40], [-1.14, -1.89, 0.88], [-1.07, -4.35, 0.91], [0.21, -6.49, 0.86], [2.70, -6.45, 0.89], [3.91, -4.27, 0.99], [2.65, -2.15, 1.03], [0.95, 2.66, -0.09], [0.38, 3.51, -2.33]],
  "nbo_charge": [-0.619, -0.067, -0.558, 0.755, -0.448, -0.621, 0.510, -0.704, -0.705, -0.683, 0.201, 0.207, 0.198, 0.183, 0.177, 0.228, 0.185, 0.169, 0.197, 0.219, 0.202, -0.184, -0.203, -0.224, -0.108, -0.227, -0.296, -0.248, -0.072, -0.207, -0.197, -0.206, -0.215, -0.160, 0.254, -0.335, 0.018, -0.154, -0.135, -0.221, -0.158, -0.236, -0.082, -0.178, -0.176, 0.231, 0.215, 0.201, 0.222, 0.219, 0.229, 0.237, 0.218, 0.225, 0.224, 0.223, 0.203, 0.244, 0.225, 0.221, 0.219, 0.228, 0.225, 0.225, 0.201, 0.196, 0.296],
  "lumo_energy_ha": -0.085,
  "spin_multiplicity": 1,
  "energy_ha": -1443.323991,
  "charge": 0,
  "gap_ha": 0.10056
}

F_max list, top to bottom, in Eh/bohr: 0.01149; 0.02558; 0.05742